# C18H24AlCl2N2O

A molecular structure, C18H24AlCl2N2O (ωB97M-V with the def2-TZVPD basis set, the Open Molecules 2025 dataset).

Summary:
orbital gap (spin up / spin down)	2.42 / 2.62	eV
lowest unoccupied orbital energy (spin up / spin down)	1.994 / 1.984	eV
charge	-1
E_HOMO (spin up / spin down)	-0.0155 / -0.0233	Ha

Cartesian coordinates (Å):
Al1 0.304 1.744 0.837
Cl1 0.032 3.160 -0.720
Cl2 2.415 1.576 1.244
C1 2.113 -0.376 -2.652
H1 1.910 -0.828 -1.672
H2 2.503 0.651 -2.554
C2 -0.368 -0.022 -3.279
C3 1.057 -0.533 -3.590
H3 -0.852 -0.453 -2.413
C4 1.676 0.072 -4.906
H4 0.896 -1.616 -3.791
C5 1.264 1.522 -5.028
H5 2.784 -0.001 -4.820
H6 1.324 -0.465 -5.795
C6 -0.258 1.649 -5.210
H7 1.571 2.020 -4.099
H8 1.794 2.014 -5.872
C7 -1.030 1.043 -3.992
H9 -0.541 2.700 -5.370
H10 -0.554 1.097 -6.112
H11 -1.196 1.872 -3.267
H12 -2.021 0.690 -4.353
C8 -0.770 -2.184 4.280
N1 -0.419 -1.963 2.885
N2 -0.442 -0.723 2.309
C9 -0.264 -0.868 0.976
O1 -0.205 0.150 0.152
C10 -0.144 -2.219 0.699
C11 -0.257 -2.885 1.905
C12 -0.218 -4.324 2.197
C13 -0.621 0.515 3.033
C14 0.168 0.775 4.151
C15 0.012 1.984 4.807
C16 -0.950 2.905 4.351
C17 -1.742 2.648 3.215
C18 -1.501 1.472 2.459
H13 -0.747 -3.269 4.423
H14 -1.779 -1.799 4.517
H15 -0.028 -1.712 4.939
H16 0.030 -2.529 -0.320
H17 0.567 -4.547 2.937
H18 -1.198 -4.663 2.569
H19 0.017 -4.837 1.254
H20 0.901 0.034 4.429
H21 0.643 2.211 5.671
H22 -1.084 3.855 4.897
H23 -2.529 3.336 2.924
H24 -2.267 1.121 1.754

And the natural (NBO) charges, in e, turn out to be:
1. Al 1.614
2. Cl -0.564
3. Cl -0.563
4. C -0.930
5. H 0.133
6. H 0.142
7. C -0.167
8. C -0.310
9. H 0.158
10. C -0.395
11. H 0.152
12. C -0.405
13. H 0.224
14. H 0.162
15. C -0.386
16. H 0.208
17. H 0.176
18. C -0.471
19. H 0.184
20. H 0.173
21. H 0.193
22. H 0.182
23. C -0.412
24. N -0.164
25. N -0.192
26. C 0.569
27. O -0.801
28. C -0.367
29. C 0.238
30. C -0.659
31. C 0.018
32. C -0.199
33. C -0.316
34. C -0.225
35. C -0.189
36. C -0.541
37. H 0.219
38. H 0.222
39. H 0.221
40. H 0.276
41. H 0.229
42. H 0.225
43. H 0.251
44. H 0.211
45. H 0.209
46. H 0.208
47. H 0.215
48. H 0.248

---

# C18H24BeBr6Cl5FLiN2NaO9P

A molecular structure, C18H24BeBr6Cl5FLiN2NaO9P (ωB97M-V with the def2-TZVPD basis set, the Open Molecules 2025 dataset).

Summary:
orbital gap	1.92	eV
lowest unoccupied orbital energy	-6.240	eV
charge	+1
E_HOMO	-0.2999	Ha

Cartesian coordinates (Å):
C1 1.808 1.037 1.102
C2 0.434 0.860 0.654
C3 -0.034 1.458 -0.520
P1 1.083 2.554 -1.527
N1 1.023 2.035 -3.125
O1 2.659 2.200 -1.106
C4 -1.359 1.249 -0.911
C5 -1.879 1.930 -2.153
O2 -1.822 1.459 -3.250
O3 -2.394 3.146 -1.963
C6 -2.201 0.425 -0.146
C7 -3.645 0.030 -0.394
Br1 -4.813 1.493 -0.849
C8 -3.741 -1.162 -1.362
C9 -3.737 -0.868 -2.849
Br2 -5.254 -2.285 -0.850
C10 -1.650 -0.132 0.974
N2 -0.383 0.078 1.368
C11 -0.018 -0.607 2.631
C12 0.763 -1.892 2.410
O4 1.910 -2.016 2.696
O5 0.039 -2.909 1.880
H1 2.372 0.307 0.480
H2 2.189 2.027 0.904
H3 1.975 0.843 2.152
H4 0.417 2.640 -3.653
H5 0.633 1.093 -3.171
H6 2.855 1.248 -1.207
H7 -2.113 3.506 -1.110
H8 -4.011 -0.334 0.557
H9 -2.868 -1.773 -1.158
H10 -2.723 -0.876 -3.229
H11 -4.237 -1.694 -3.347
H12 -4.278 0.029 -3.122
H13 -2.257 -0.769 1.595
H14 -0.987 -0.852 3.061
H15 0.491 0.033 3.334
H16 -0.192 -2.640 0.974
C13 -3.094 -5.409 -0.556
Br3 -3.203 -7.198 0.119
Br4 -1.908 -4.300 0.459
Br5 -2.538 -5.334 -2.402
H17 -4.081 -4.976 -0.502
Cl1 1.566 3.786 -5.061
C14 -2.316 0.833 4.658
O6 -2.903 0.199 3.702
H18 -2.947 1.244 5.476
H19 -1.480 0.321 5.197
H20 -1.729 1.847 4.288
Be1 -1.238 2.956 3.124
C15 -0.427 -3.942 -5.861
Cl2 -1.890 -4.960 -5.629
Cl3 -0.132 -2.949 -4.467
Cl4 0.957 -4.981 -6.231
H21 -0.603 -3.294 -6.712
Br6 1.657 -1.419 -0.822
C16 6.248 2.148 3.120
C17 5.191 2.407 2.064
O7 3.983 2.405 2.840
C18 4.269 2.798 4.083
O8 3.506 3.150 4.912
O9 5.649 2.770 4.295
F1 5.143 1.419 1.175
H22 6.389 1.086 3.311
H23 7.210 2.597 2.881
H24 5.280 3.365 1.541
Li1 6.207 4.912 4.385
Cl5 4.691 3.302 -0.880
Na1 -1.512 -5.658 -8.276

And the natural (NBO) charges, in e, turn out to be:
1. C -0.764
2. C 0.352
3. C -0.280
4. P 1.240
5. N -1.053
6. O -0.931
7. C -0.120
8. C 0.776
9. O -0.544
10. O -0.640
11. C 0.008
12. C -0.321
13. Br 0.058
14. C -0.240
15. C -0.655
16. Br -0.008
17. C 0.068
18. N -0.298
19. C -0.353
20. C 0.797
21. O -0.497
22. O -0.729
23. H 0.312
24. H 0.270
25. H 0.230
26. H 0.433
27. H 0.397
28. H 0.518
29. H 0.497
30. H 0.260
31. H 0.232
32. H 0.237
33. H 0.227
34. H 0.237
35. H 0.265
36. H 0.280
37. H 0.241
38. H 0.510
39. C -0.503
40. Br 0.112
41. Br 0.106
42. Br 0.042
43. H 0.237
44. Cl -0.443
45. C -0.076
46. O -0.747
47. H 0.156
48. H 0.129
49. H -0.171
50. Be 0.470
51. C -0.311
52. Cl -0.041
53. Cl 0.136
54. Cl 0.026
55. H 0.219
56. Br -0.863
57. C -0.143
58. C 0.430
59. O -0.469
60. C 0.956
61. O -0.535
62. O -0.607
63. F -0.281
64. H 0.235
65. H 0.204
66. H 0.197
67. Li 0.990
68. Cl -0.441
69. Na 0.973

---

# C18H24CaN6O6Se

A molecular structure, C18H24CaN6O6Se (ωB97M-V with the def2-TZVPD basis set, the Open Molecules 2025 dataset).

Summary:
orbital gap	7.75	eV
lowest unoccupied orbital energy	-0.074	eV
E_HOMO	-0.2876	Ha

Cartesian coordinates (Å):
Ca1 0.134 -0.154 0.019
C1 4.935 -0.745 -0.980
N1 3.774 0.023 -1.372
C2 3.557 0.086 -2.806
C3 2.772 0.321 -0.542
O1 1.748 0.888 -0.927
C4 3.002 0.072 0.949
O2 1.784 0.112 1.646
C5 1.567 1.138 2.572
C6 0.323 1.909 2.135
O3 -0.098 1.780 0.992
N2 -0.248 2.727 3.021
C7 -1.552 3.283 2.725
C8 0.242 2.930 4.363
H1 5.674 -0.670 -1.774
H2 4.662 -1.795 -0.849
H3 5.380 -0.362 -0.063
H4 4.324 0.704 -3.275
H5 2.576 0.520 -2.987
H6 3.577 -0.926 -3.212
H7 3.709 0.822 1.331
H8 3.416 -0.933 1.077
H9 2.422 1.826 2.637
H10 1.401 0.684 3.560
H11 -1.836 2.975 1.721
H12 -1.519 4.371 2.777
H13 -2.282 2.904 3.441
H14 1.321 3.074 4.364
H15 -0.012 2.086 5.010
H16 -0.227 3.825 4.761
N3 -0.860 -1.367 -1.689
C9 -0.109 -2.615 -1.763
C10 1.346 -2.271 -1.368
O4 2.265 -2.520 -2.140
O5 1.448 -1.702 -0.250
H17 -1.857 -1.555 -1.637
H18 -0.688 -0.829 -2.534
H19 -0.134 -3.081 -2.758
H20 -0.500 -3.316 -1.020
Se1 -1.618 -0.271 4.364
C11 -1.397 -0.601 2.691
N4 -1.274 -0.797 1.540
O6 -2.683 0.923 0.241
C12 -2.714 -0.225 0.277
N5 -5.132 2.406 -4.958
C13 -4.179 2.514 -4.330
C14 -2.989 2.623 -3.575
C15 -2.322 3.840 -3.423
C16 -1.152 3.853 -2.685
C17 -0.675 2.659 -2.155
N6 -1.298 1.500 -2.312
C18 -2.433 1.483 -2.985
H21 -2.720 4.736 -3.877
H22 -0.619 4.777 -2.526
H23 0.241 2.608 -1.584
H24 -2.937 0.528 -3.070

And the natural (NBO) charges, in e, turn out to be:
1. Ca 1.733
2. C -0.417
3. N -0.407
4. C -0.422
5. C 0.723
6. O -0.769
7. C -0.152
8. O -0.556
9. C -0.162
10. C 0.697
11. O -0.726
12. N -0.401
13. C -0.423
14. C -0.421
15. H 0.216
16. H 0.230
17. H 0.199
18. H 0.192
19. H 0.232
20. H 0.240
21. H 0.195
22. H 0.236
23. H 0.200
24. H 0.231
25. H 0.250
26. H 0.194
27. H 0.219
28. H 0.200
29. H 0.228
30. H 0.217
31. N -0.904
32. C -0.339
33. C 0.771
34. O -0.698
35. O -0.880
36. H 0.393
37. H 0.385
38. H 0.194
39. H 0.215
40. Se -0.206
41. C 0.127
42. N -0.744
43. O -0.560
44. C 0.464
45. N -0.281
46. C 0.265
47. C -0.213
48. C -0.118
49. C -0.243
50. C 0.073
51. N -0.460
52. C 0.095
53. H 0.233
54. H 0.227
55. H 0.226
56. H 0.204

---

# C18H24Cl2N2ORu

A molecular structure, C18H24Cl2N2ORu (ωB97M-V with the def2-TZVPD basis set, the Open Molecules 2025 dataset).

Summary:
orbital gap (spin up / spin down)	6.71 / 7.37	eV
<S²>	6.03
lowest unoccupied orbital energy (spin up / spin down)	0.512 / -0.700	eV
2S+1	5
E_HOMO (spin up / spin down)	-0.2278 / -0.2967	Ha

Cartesian coordinates (Å):
Ru1 -0.622 -0.978 -1.221
Cl1 -1.050 -2.926 -2.322
Cl2 -1.135 -1.998 0.809
C1 -1.802 0.271 -2.012
H1 -2.053 1.209 -2.541
H2 -2.788 -0.015 -1.552
C2 0.885 -0.445 -2.603
C3 -0.019 0.650 -3.147
H3 1.646 -0.113 -1.875
C4 -0.442 0.580 -4.575
H4 0.072 1.639 -2.657
C5 -0.543 -0.882 -5.049
H5 -1.420 1.073 -4.684
H6 0.254 1.126 -5.238
C6 0.826 -1.574 -4.936
H7 -1.289 -1.403 -4.431
H8 -0.887 -0.934 -6.101
C7 1.427 -1.543 -3.519
H9 0.727 -2.616 -5.270
H10 1.546 -1.097 -5.629
H11 1.344 -2.524 -3.032
H12 2.512 -1.387 -3.618
C8 0.823 -0.129 4.560
N1 1.073 -0.217 3.137
N2 0.521 0.630 2.252
C9 0.951 0.276 0.984
O1 0.350 0.688 -0.066
C10 1.965 -0.699 1.182
C11 1.951 -1.026 2.501
C12 2.696 -2.089 3.216
C13 -0.656 1.383 2.532
C14 -0.688 2.716 2.121
C15 -1.758 3.518 2.514
C16 -2.810 2.959 3.255
C17 -2.808 1.599 3.575
C18 -1.739 0.793 3.185
H13 1.487 -0.841 5.054
H14 -0.210 -0.394 4.803
H15 1.033 0.875 4.946
H16 2.521 -1.171 0.386
H17 3.451 -1.688 3.906
H18 2.028 -2.756 3.775
H19 3.216 -2.693 2.464
H20 0.160 3.103 1.551
H21 -1.757 4.573 2.252
H22 -3.635 3.598 3.581
H23 -3.625 1.156 4.148
H24 -1.729 -0.277 3.393

And the natural (NBO) charges, in e, turn out to be:
1. Ru 0.990
2. Cl -0.511
3. Cl -0.573
4. C -0.618
5. H 0.203
6. H 0.240
7. C -0.327
8. C -0.042
9. H 0.250
10. C -0.478
11. H 0.238
12. C -0.410
13. H 0.223
14. H 0.224
15. C -0.400
16. H 0.242
17. H 0.210
18. C -0.442
19. H 0.222
20. H 0.192
21. H 0.247
22. H 0.208
23. C -0.414
24. N -0.165
25. N -0.248
26. C 0.611
27. O -0.735
28. C -0.414
29. C 0.266
30. C -0.661
31. C 0.203
32. C -0.219
33. C -0.196
34. C -0.210
35. C -0.207
36. C -0.241
37. H 0.226
38. H 0.219
39. H 0.218
40. H 0.238
41. H 0.230
42. H 0.238
43. H 0.245
44. H 0.232
45. H 0.219
46. H 0.219
47. H 0.222
48. H 0.237

---

Question: Which formula does entry 3 have?
Answer: C18H24CaN6O6Se

---

Question: Number 3 is which compound?
Answer: C18H24CaN6O6Se